Entry 1:
Formula: C5H10O
Source: the OMol25 dataset
Level of theory: ωB97M-V/def2-TZVPD

For the frontier orbital gap, the calculation gives 9.84 eV. The energy is -7393.152 eV. As for the HOMO energy: -0.32827 Eh. The largest force on an atom comes out at 0.34 eV/Å. Its structure (SMILES) is C=C(C)O.C=C.

Positions of all 16 atoms, in Å:
C1 -1.1683 -1.2956 -1.2012
C2 -1.3400 -0.1970 -0.4636
C3 -1.0011 1.1966 -0.8903
O1 -1.8438 -0.2060 0.8064
H1 -1.4268 -2.2848 -0.8293
H2 -0.7609 -1.2291 -2.2029
H3 -1.9013 1.8206 -0.8894
H4 -0.2860 1.6355 -0.1859
H5 -0.5616 1.2031 -1.8900
H6 -2.0561 -1.1180 1.0469
C4 1.5391 -0.3157 0.9962
C5 2.5819 0.4687 1.2427
H7 1.5191 -0.9965 0.1487
H8 0.6427 -0.2919 1.6123
H9 2.5938 1.1561 2.0852
H10 3.4692 0.4539 0.6142

---

Entry 2:
Formula: C5H10O
Source: the OMol25 dataset
Level of theory: ωB97M-V/def2-TZVPD

For the frontier orbital gap, the calculation gives 10.81 eV. The energy is -7393.664 eV. As for the HOMO energy: -0.35828 Eh. The largest force on an atom comes out at 3.87 eV/Å. Its structure (SMILES) is CCCCC=O.

Positions of all 16 atoms, in Å:
C1 -2.2993 -0.9953 0.8532
C2 -1.1159 -0.0438 0.4559
C3 -0.0777 -0.9184 -0.2114
C4 1.3283 -0.3263 0.2302
C5 1.6295 0.9988 -0.3955
O1 0.9741 1.5497 -1.2451
H1 -2.7906 -1.6435 0.1512
H2 -1.8594 -1.6208 1.6724
H3 -3.0194 -0.2976 1.3844
H4 -0.7685 0.5261 1.3143
H5 -1.5328 0.7637 -0.2060
H6 -0.2057 -0.9435 -1.2871
H7 -0.0674 -1.9664 0.2160
H8 2.1584 -1.0461 0.2578
H9 1.2216 0.0122 1.2746
H10 2.5855 1.4559 -0.0928

---

Entry 3:
Formula: C5H10O
Source: the OMol25 dataset
Level of theory: ωB97M-V/def2-TZVPD

For the frontier orbital gap, the calculation gives 10.00 eV. The energy is -7391.753 eV. As for the HOMO energy: -0.33712 Eh. The largest force on an atom comes out at 3.44 eV/Å. Its structure (SMILES) is CC(=O)C(C)C.

Positions of all 16 atoms, in Å:
C1 -0.1015 -1.9414 -1.0291
C2 -0.4532 -1.1924 0.1536
O1 -1.3098 -1.3889 0.9870
C3 0.1904 0.4663 -0.1061
C4 1.2532 0.5330 0.9780
C5 -0.9348 1.4773 0.1011
H1 0.7322 -1.5492 -1.5946
H2 -0.2539 -2.9877 -1.3654
H3 -0.7767 -0.8105 -1.2506
H4 0.6960 0.7162 -1.0745
H5 2.0721 -0.1696 0.7749
H6 0.8021 0.2691 1.9408
H7 1.6822 1.5389 1.0546
H8 -1.5047 1.2033 0.9944
H9 -1.6333 1.5197 -0.7475
H10 -0.5196 2.4855 0.2429

---

Entry 4:
Formula: C5H10O
Source: the OMol25 dataset
Level of theory: ωB97M-V/def2-TZVPD

For the frontier orbital gap, the calculation gives 10.97 eV. The energy is -7393.076 eV. As for the HOMO energy: -0.36087 Eh. The largest force on an atom comes out at 0.33 eV/Å. Its structure (SMILES) is COCC1CC1.

Positions of all 16 atoms, in Å:
C1 -1.3384 0.2628 1.4697
O1 -0.7995 1.2479 0.6228
C2 -0.6648 0.8842 -0.7343
C3 0.5855 0.0867 -1.0791
C4 1.6374 -0.1237 -0.0343
C5 0.8266 -1.2897 -0.5295
H1 -1.6672 0.7713 2.3794
H2 -2.2042 -0.2420 1.0129
H3 -0.6051 -0.5049 1.7565
H4 -0.6306 1.8334 -1.2760
H5 -1.5661 0.3444 -1.0704
H6 0.9353 0.2574 -2.0959
H7 2.6845 -0.0688 -0.3145
H8 1.4099 0.2825 0.9465
H9 1.3218 -2.0112 -1.1730
H10 0.0749 -1.7303 0.1194

---

Entry 5:
Formula: C5H10O
Source: the OMol25 dataset
Level of theory: ωB97M-V/def2-TZVPD

For the frontier orbital gap, the calculation gives 11.29 eV. The energy is -7393.496 eV. As for the HOMO energy: -0.38066 Eh. The largest force on an atom comes out at 3.93 eV/Å. Its structure (SMILES) is OC1CCCC1.

Positions of all 16 atoms, in Å:
O1 0.2909 -1.2112 1.2092
C1 0.6857 0.1602 0.8178
C2 -0.6405 0.9063 0.6676
C3 -1.2810 -0.1681 -0.2121
C4 -0.2134 -0.2383 -1.3440
C5 1.1522 -0.0429 -0.6153
H1 0.9361 -1.2188 1.9280
H2 1.4160 0.6628 1.4938
H3 -1.1640 1.1392 1.6001
H4 -0.4806 1.8482 0.1228
H5 -2.3136 -0.0472 -0.5200
H6 -1.2806 -1.0668 0.4812
H7 -0.2482 -1.1686 -1.9105
H8 -0.3714 0.5880 -2.0548
H9 1.7761 -0.9409 -0.6560
H10 1.7361 0.7980 -1.0079

---

Entry 6:
Formula: C5H10O
Source: the OMol25 dataset
Level of theory: ωB97M-V/def2-TZVPD

For the frontier orbital gap (alpha / beta), the calculation gives 7.88 / 7.87 eV. The energy is -7391.335 eV. As for the HOMO energy (alpha / beta): -0.25066 / -0.25136 Eh. The largest force on an atom comes out at 0.89 eV/Å.

Positions of all 16 atoms, in Å:
C1 2.4492 0.7948 -0.6606
C2 1.1315 1.1395 0.0359
C3 0.2013 -0.0192 0.1084
O1 -0.5440 -0.1630 1.1741
C4 -1.6572 -0.8540 1.2170
C5 -2.3147 -1.1953 -0.0586
H1 3.0767 0.1611 -0.0260
H2 3.0121 1.6990 -0.9163
H3 2.2618 0.2492 -1.5937
H4 1.3055 1.5294 1.0461
H5 0.6485 1.9586 -0.5225
H6 0.0065 -0.6629 -0.7410
H7 -2.1187 -0.8739 2.1926
H8 -2.1704 -0.3342 -0.7457
H9 -3.3838 -1.3662 0.0895
H10 -1.9042 -2.0628 -0.5993

---

Entry 7:
Formula: C5H10O
Source: the OMol25 dataset
Level of theory: ωB97M-V/def2-TZVPD

For the frontier orbital gap, the calculation gives 9.28 eV. The energy is -7391.614 eV. As for the HOMO energy: -0.30560 Eh. The largest force on an atom comes out at 0.60 eV/Å.

Positions of all 16 atoms, in Å:
C1 0.5075 -1.4130 0.3984
C2 0.8479 0.0697 0.2373
C3 1.4633 0.7068 1.4760
C4 -0.2389 0.9439 -0.3419
O1 -1.2599 0.1437 -0.5390
C5 -2.1044 0.4953 -1.6237
H1 0.1101 -1.8275 -0.5346
H2 -0.2631 -1.5570 1.1634
H3 1.3948 -1.9876 0.6802
H4 1.5800 0.1720 -0.5877
H5 0.7680 0.6245 2.3184
H6 1.6660 1.7671 1.2990
H7 2.3950 0.2053 1.7527
H8 -2.3394 1.5602 -1.6285
H9 -1.5418 0.2367 -2.5231
H10 -2.9851 -0.1399 -1.5468

---

Entry 8:
Formula: C5H10O
Source: the OMol25 dataset
Level of theory: ωB97M-V/def2-TZVPD

For the frontier orbital gap, the calculation gives 10.34 eV. The energy is -7393.066 eV. As for the HOMO energy: -0.34242 Eh. The largest force on an atom comes out at 0.55 eV/Å. Its structure (SMILES) is C/C=C/C.C=O.

Positions of all 16 atoms, in Å:
C1 -0.2524 1.9110 -0.7591
C2 0.1935 0.4821 -0.6901
C3 0.8936 -0.0284 0.3242
C4 1.4492 -1.4149 0.3596
H1 0.3438 2.4496 -1.5054
H2 -1.3051 2.0183 -1.0492
H3 -0.1069 2.4070 0.2065
H4 -0.0617 -0.1630 -1.5341
H5 1.0685 0.5959 1.2040
H6 2.5239 -1.3396 0.1507
H7 1.3293 -1.8980 1.3345
H8 0.9903 -2.0590 -0.3959
C5 -1.7558 -0.7374 0.5875
O1 -1.4414 -1.8795 0.8172
H9 -2.2067 -0.4261 -0.3776
H10 -1.6622 0.0821 1.3274

---

Entry 9:
Formula: C5H10O
Source: the OMol25 dataset
Level of theory: ωB97M-V/def2-TZVPD

For the frontier orbital gap, the calculation gives 10.04 eV. The energy is -7391.486 eV. As for the HOMO energy: -0.33210 Eh. The largest force on an atom comes out at 1.73 eV/Å. Its structure (SMILES) is CC[C@@]1(C)CO1.

Positions of all 16 atoms, in Å:
C1 -0.5247 0.6705 1.8909
C2 -0.9966 -0.0870 0.6330
C3 -0.1827 0.0812 -0.7036
C4 1.3184 0.4962 -0.7692
C5 -0.0233 -1.1043 -1.5739
O1 -1.0723 -0.2148 -1.7948
H1 -0.5447 1.7553 1.7418
H2 0.4834 0.3776 2.1948
H3 -1.1853 0.4607 2.7480
H4 -2.0580 0.1720 0.4769
H5 -1.0079 -1.1650 0.8391
H6 1.5610 0.9491 0.1765
H7 1.9803 -0.4061 -0.8426
H8 1.5653 1.1027 -1.6398
H9 -0.0005 -1.9972 -0.9639
H10 0.6876 -1.0909 -2.4133

---

Entry 10:
Formula: C5H10O
Source: the OMol25 dataset
Level of theory: ωB97M-V/def2-TZVPD

For the frontier orbital gap, the calculation gives 11.00 eV. The energy is -7393.760 eV. As for the HOMO energy: -0.36682 Eh. The largest force on an atom comes out at 0.29 eV/Å. Its structure (SMILES) is CCC1(O)CC1.

Positions of all 16 atoms, in Å:
C1 2.0673 0.1703 0.1246
C2 0.8004 -0.2053 -0.6397
C3 -0.4441 -0.2587 0.2249
O1 -0.3646 -1.1853 1.2802
C4 -1.2319 0.9658 0.5694
C5 -1.7840 -0.0400 -0.4138
H1 2.9489 0.0918 -0.5215
H2 2.2097 -0.4958 0.9808
H3 2.0145 1.1987 0.4989
H4 0.9291 -1.1953 -1.0997
H5 0.6336 0.4999 -1.4644
H6 -0.7913 -2.0012 0.9999
H7 -1.6714 0.9569 1.5624
H8 -0.9205 1.9421 0.2092
H9 -2.6196 -0.6599 -0.0988
H10 -1.7978 0.2354 -1.4658

---

Entry 11:
Formula: C5H10O
Source: the OMol25 dataset
Level of theory: ωB97M-V/def2-TZVPD

For the frontier orbital gap, the calculation gives 10.52 eV. The energy is -7394.750 eV. As for the HOMO energy: -0.35038 Eh. The largest force on an atom comes out at 0.48 eV/Å. Its structure (SMILES) is CC(=O)C(C)C.

Positions of all 16 atoms, in Å:
C1 2.1314 -0.3552 -0.4619
C2 0.9149 0.4841 -0.1361
O1 0.9928 1.6809 0.0486
C3 -0.4302 -0.2336 -0.0389
C4 -1.4849 0.5069 -0.8620
C5 -0.8297 -0.2973 1.4417
H1 2.1101 -1.3138 0.0691
H2 2.1272 -0.5817 -1.5364
H3 3.0447 0.1934 -0.2217
H4 -0.3153 -1.2573 -0.4205
H5 -1.2407 0.4931 -1.9305
H6 -1.5393 1.5515 -0.5402
H7 -2.4704 0.0461 -0.7322
H8 -0.9190 0.7174 1.8447
H9 -0.0893 -0.8395 2.0420
H10 -1.7948 -0.8026 1.5565

---

Entry 12:
Formula: C5H10O
Source: the OMol25 dataset
Level of theory: ωB97M-V/def2-TZVPD

For the frontier orbital gap, the calculation gives 10.12 eV. The energy is -7390.115 eV. As for the HOMO energy: -0.33431 Eh. The largest force on an atom comes out at 3.17 eV/Å. Its structure (SMILES) is CC(C)[C@H]1CO1.

Positions of all 16 atoms, in Å:
C1 -0.0197 -1.5517 -0.8608
C2 0.0768 -0.1879 -0.2187
C3 -0.2210 0.9603 -1.1827
C4 -0.5784 -0.0639 1.1409
C5 0.3359 0.9105 1.7153
O1 -1.0816 1.0424 1.9025
H1 0.1854 -2.3304 -0.1172
H2 0.7594 -1.5996 -1.6273
H3 -0.9895 -1.7478 -1.3264
H4 1.2033 -0.1766 0.2167
H5 0.6791 1.1814 -1.7583
H6 -0.5465 1.8772 -0.6743
H7 -1.0145 0.6840 -1.8892
H8 -0.7210 -0.9944 1.7034
H9 1.2807 0.2670 1.9056
H10 0.6516 1.7293 1.0704

---

What did the fourth record say?
Formula: C5H10O
Source: the OMol25 dataset
Level of theory: ωB97M-V/def2-TZVPD

For the frontier orbital gap, the calculation gives 10.97 eV. The energy is -7393.076 eV. As for the HOMO energy: -0.36087 Eh. The largest force on an atom comes out at 0.33 eV/Å. Its structure (SMILES) is COCC1CC1.

Positions of all 16 atoms, in Å:
C1 -1.3384 0.2628 1.4697
O1 -0.7995 1.2479 0.6228
C2 -0.6648 0.8842 -0.7343
C3 0.5855 0.0867 -1.0791
C4 1.6374 -0.1237 -0.0343
C5 0.8266 -1.2897 -0.5295
H1 -1.6672 0.7713 2.3794
H2 -2.2042 -0.2420 1.0129
H3 -0.6051 -0.5049 1.7565
H4 -0.6306 1.8334 -1.2760
H5 -1.5661 0.3444 -1.0704
H6 0.9353 0.2574 -2.0959
H7 2.6845 -0.0688 -0.3145
H8 1.4099 0.2825 0.9465
H9 1.3218 -2.0112 -1.1730
H10 0.0749 -1.7303 0.1194

---

> Which of these has the highest energy?

number 12

---

> What is the formula in the tenth record?

C5H10O

---

> Number 10 is which compound?

C5H10O